Record 1
This record from the Open Molecules 2025 dataset describes a structure of composition C6H7N. The level of theory is ωB97M-V/def2-TZVPD.

Geometry (Å):
N -0.83 1.18 -1.27
C -1.00 -0.07 -1.67
C -0.54 -0.94 -0.46
C -0.75 -0.14 0.83
C -0.18 1.38 -0.02
C 0.95 0.59 0.31
C 0.99 -0.74 -0.41
H -0.90 -1.97 -0.46
H -1.73 0.32 1.05
H -0.38 -0.63 1.74
H -0.37 2.27 0.58
H 1.77 0.94 0.94
H 1.51 -0.70 -1.37
H 1.46 -1.50 0.21

The value obtained for the highest occupied orbital energy (alpha / beta) is -6.92 / -6.92 eV. As for the LUMO energy (alpha / beta): 0.0 / 0.0 eV. For the gap between HOMO and LUMO (alpha / beta), the calculation gives 0.2544 / 0.2543 hartree.

=====

Record 2
This record from the Open Molecules 2025 dataset describes the ion C4H11N2OS with charge +1. The level of theory is ωB97M-V/def2-TZVPD.

Geometry (Å):
N -1.73 -1.68 0.90
C -1.06 -1.78 -0.48
C 0.03 -0.79 -0.68
O 1.29 -1.37 -0.85
N -0.18 0.52 -0.93
C -0.24 1.54 0.13
C 1.08 1.61 0.89
S 2.45 2.41 0.00
H -1.13 -1.02 1.41
H -2.69 -1.36 0.99
H -1.91 -1.55 -1.14
H -0.80 -2.83 -0.62
H 0.88 -2.25 -0.87
H 0.13 0.88 -1.82
H -0.99 1.29 0.90
H -0.45 2.49 -0.39
H 1.29 0.52 1.01
H 1.00 2.10 1.86
H 3.03 1.25 -0.32

The value obtained for the highest occupied orbital energy is -12.85 eV. Its net charge is +1. Its SMILES is NC/C(O)=[NH+]\CCS. As for the LUMO energy: -6.3 eV. For the gap between HOMO and LUMO, the calculation gives 0.2392 hartree.

=====

Record 3
This record from the Open Molecules 2025 dataset describes a cluster of 3 separate species, C33H47BrNO11 in total. The level of theory is ωB97M-V/def2-TZVPD.

Geometry (Å):
C 3.61 1.05 4.41
C 2.34 1.83 3.80
C 1.59 0.82 2.84
C 0.08 1.26 2.52
C 0.16 2.47 1.51
C -1.01 2.69 0.50
C -0.70 3.89 -0.53
C 0.20 5.04 0.13
C -0.23 6.40 -0.61
C -2.12 3.42 1.43
C -3.48 2.57 1.34
C -4.46 2.50 2.55
C -4.28 1.28 3.53
C -5.71 0.94 4.18
Br -3.13 1.90 5.03
C -2.89 1.24 0.74
C -3.92 0.12 0.30
O -3.71 -1.09 0.64
O -5.02 0.37 -0.34
N -1.73 1.58 -0.19
C -1.12 0.24 -0.44
C 0.39 0.20 -0.84
O 1.03 1.06 -1.40
C 1.17 -1.10 -0.41
C 2.59 -1.10 -0.04
C 3.24 -2.36 0.39
C 2.46 -3.62 0.47
C 1.04 -3.65 0.09
C 0.43 -2.38 -0.34
C -2.29 1.94 -1.59
O -3.41 2.42 -1.73
O -1.53 1.84 -2.65
H 3.39 -0.03 4.62
H 3.87 1.55 5.39
H 4.52 1.15 3.76
H 1.72 2.23 4.64
H 2.79 2.63 3.15
H 1.57 -0.20 3.31
H 2.17 0.76 1.88
H -0.42 0.33 2.16
H -0.37 1.57 3.50
H 0.37 3.37 2.17
H 1.11 2.34 0.91
H -0.11 3.54 -1.42
H -1.65 4.43 -0.82
H -0.07 5.21 1.21
H 1.29 4.84 -0.03
H 0.35 7.26 -0.19
H -0.09 6.25 -1.72
H -1.33 6.59 -0.45
H -1.84 3.34 2.52
H -2.38 4.48 1.18
H -4.07 3.16 0.57
H -4.47 3.49 3.10
H -5.50 2.41 2.11
H -3.94 0.33 3.05
H -6.00 -0.12 3.89
H -6.53 1.60 3.78
H -5.66 1.00 5.29
H -2.46 0.76 1.67
H -1.26 -0.50 0.40
H -1.69 -0.24 -1.29
H 3.16 -0.13 -0.08
H 4.31 -2.34 0.69
H 2.92 -4.57 0.83
H 0.38 -4.55 0.13
H -0.65 -2.36 -0.62
C 3.59 1.00 -4.86
C 4.93 0.75 -4.20
C 5.44 -0.65 -4.39
O 6.26 -0.82 -3.24
C 5.73 -0.03 -2.26
O 6.03 -0.09 -1.11
O 4.82 0.83 -2.78
H 3.22 2.00 -4.61
H 3.67 0.92 -5.95
H 2.84 0.30 -4.51
H 5.66 1.50 -4.52
H 6.03 -0.76 -5.31
H 4.66 -1.40 -4.37
C -1.55 -8.03 -4.04
C -1.47 -7.91 -2.54
C -1.75 -6.53 -2.02
O -1.02 -6.51 -0.80
C 0.02 -7.38 -0.95
O 0.95 -7.46 -0.21
O -0.14 -8.14 -2.07
H -1.25 -9.03 -4.36
H -2.56 -7.83 -4.40
H -0.86 -7.33 -4.52
H -2.13 -8.65 -2.07
H -2.81 -6.34 -1.85
H -1.35 -5.74 -2.67

The value obtained for the highest occupied orbital energy is -4.61 eV. Its net charge is -1. As for the LUMO energy: 2.2 eV. For the gap between HOMO and LUMO, the calculation gives 0.2493 hartree.

=====

Record 4
This record from the Open Molecules 2025 dataset describes a cluster of 31 separate species, C32H33Cl90FNO6S2 in total. The level of theory is ωB97M-V/def2-TZVPD.

Geometry (Å):
O -2.53 3.10 1.29
C -1.55 2.74 0.66
O -1.44 2.12 -0.40
N -0.19 3.13 1.27
C 0.56 3.99 0.35
S 1.10 3.23 -1.21
O 2.54 3.19 -1.24
O 0.47 3.92 -2.31
S 0.70 1.91 1.90
O 2.04 1.91 1.42
O 0.58 1.99 3.33
F 0.05 0.57 1.49
H -0.06 4.84 0.10
H 1.47 4.32 0.84
H 0.66 1.96 -1.14
C -3.56 2.62 5.18
Cl -3.28 4.28 5.72
Cl -5.12 2.51 4.34
Cl -2.25 2.05 4.18
H -3.62 1.99 6.06
C -3.29 -2.11 4.00
Cl -4.50 -1.02 4.70
Cl -3.93 -2.84 2.53
Cl -1.79 -1.24 3.67
H -3.08 -2.89 4.71
C -3.87 3.49 -2.08
Cl -2.68 4.79 -2.11
Cl -5.00 3.69 -0.75
Cl -4.76 3.45 -3.62
H -3.35 2.56 -1.95
C -7.75 -1.72 7.41
Cl -9.35 -2.16 6.82
Cl -6.63 -3.07 7.26
Cl -7.14 -0.30 6.55
H -7.83 -1.46 8.45
C -7.75 -2.09 0.80
Cl -7.50 -1.34 2.37
Cl -8.33 -0.90 -0.38
Cl -6.27 -2.86 0.23
H -8.50 -2.86 0.90
C -5.56 7.30 -2.25
Cl -4.36 8.59 -2.26
Cl -6.68 7.50 -0.90
Cl -6.45 7.27 -3.78
H -5.04 6.36 -2.14
C 3.63 2.61 -4.28
Cl 2.09 1.99 -4.88
Cl 4.88 1.37 -4.37
Cl 4.10 4.05 -5.19
H 3.49 2.89 -3.24
C 2.04 -0.83 4.62
Cl 1.75 -1.52 3.03
Cl 1.89 -2.07 5.88
Cl 3.64 -0.07 4.70
H 1.30 -0.06 4.80
C -10.70 -0.24 10.57
Cl -9.57 -1.59 10.48
Cl -10.86 0.55 9.01
Cl -12.27 -0.79 11.16
H -10.31 0.48 11.27
C 0.17 -3.99 -0.01
Cl 1.25 -2.64 0.29
Cl 0.85 -5.45 0.71
Cl -1.44 -3.66 0.62
H 0.09 -4.14 -1.08
C 0.03 3.83 -7.21
Cl 1.17 5.16 -7.31
Cl -0.99 3.99 -5.79
Cl -0.95 3.72 -8.68
H 0.59 2.91 -7.12
C 5.04 -3.61 4.49
Cl 4.74 -4.23 2.88
Cl 5.10 -4.91 5.68
Cl 6.53 -2.66 4.54
H 4.22 -2.95 4.76
C -2.39 8.89 1.51
Cl -3.98 8.30 1.05
Cl -1.18 7.61 1.36
Cl -1.94 10.30 0.53
H -2.42 9.20 2.54
C -9.82 10.37 -0.67
Cl -9.26 9.75 0.88
Cl -9.04 9.50 -1.99
Cl -11.58 10.31 -0.75
H -9.53 11.41 -0.74
C 2.22 -3.52 -4.08
Cl 3.16 -2.06 -3.83
Cl 2.95 -4.90 -3.25
Cl 0.55 -3.28 -3.58
H 2.21 -3.74 -5.14
C 8.98 -0.89 2.49
Cl 9.13 -0.04 4.02
Cl 8.27 0.14 1.26
Cl 10.55 -1.50 1.96
H 8.33 -1.74 2.64
C -0.22 -9.62 0.78
Cl -1.02 -8.77 -0.53
Cl 1.14 -8.69 1.41
Cl -1.37 -10.00 2.07
H 0.17 -10.55 0.39
C 12.12 -1.46 -1.37
Cl 12.45 0.09 -2.14
Cl 10.90 -2.37 -2.26
Cl 13.61 -2.40 -1.20
H 11.74 -1.27 -0.37
C 1.92 9.00 -6.59
Cl 3.21 7.79 -6.79
Cl 1.46 9.65 -8.17
Cl 0.54 8.32 -5.76
H 2.32 9.81 -5.99
C 5.46 -3.56 9.83
Cl 4.40 -2.31 10.50
Cl 5.97 -3.14 8.21
Cl 6.85 -3.83 10.89
H 4.89 -4.48 9.78
C 2.71 6.91 -10.42
Cl 1.14 6.23 -10.84
Cl 3.98 5.70 -10.58
Cl 3.06 8.33 -11.41
H 2.67 7.22 -9.39
C 15.83 -5.68 -1.19
Cl 15.48 -6.30 -2.80
Cl 15.93 -6.98 -0.01
Cl 17.33 -4.74 -1.20
H 15.03 -5.02 -0.90
C 4.99 -7.32 -0.95
Cl 3.67 -6.41 -0.24
Cl 4.46 -8.14 -2.42
Cl 6.38 -6.28 -1.29
H 5.31 -8.07 -0.24
C -8.36 -6.25 0.13
Cl -9.59 -4.99 0.25
Cl -7.32 -5.99 -1.27
Cl -7.41 -6.33 1.61
H -8.87 -7.19 0.00
C 17.10 -0.85 -0.03
Cl 16.20 -0.08 -1.33
Cl 18.43 0.18 0.51
Cl 16.04 -1.26 1.32
H 17.52 -1.77 -0.41
C -11.05 -10.13 -0.13
Cl -11.76 -9.13 -1.40
Cl -9.63 -9.34 0.56
Cl -12.24 -10.49 1.13
H -10.74 -11.07 -0.57
C -12.80 8.04 -4.57
Cl -12.71 6.38 -5.17
Cl -11.30 8.52 -3.79
Cl -13.22 9.16 -5.87
H -13.59 8.08 -3.83
C 7.73 6.47 -4.72
Cl 8.64 7.98 -4.67
Cl 7.88 5.61 -3.19
Cl 6.04 6.75 -5.12
H 8.16 5.84 -5.49
C -9.59 -4.37 -3.82
Cl -10.11 -3.22 -2.60
Cl -10.33 -5.95 -3.55
Cl -9.96 -3.79 -5.45
H -8.52 -4.49 -3.74
C 5.80 -10.51 1.86
Cl 6.68 -8.99 2.01
Cl 5.90 -11.44 3.35
Cl 4.11 -10.21 1.42
H 6.25 -11.09 1.07

The value obtained for the highest occupied orbital energy is -6.79 eV. Its net charge is -1. As for the LUMO energy: 1.2 eV. For the gap between HOMO and LUMO, the calculation gives 0.2936 hartree.

=====

Record 5
This record from the Open Molecules 2025 dataset describes an isolated molecule of C22H24FN3O3S. The level of theory is ωB97M-V/def2-TZVPD.

Geometry (Å):
O 3.96 2.27 1.64
S 3.30 1.32 0.78
O 4.08 0.56 -0.15
N 2.42 0.31 1.80
C 2.34 -1.09 1.42
C 1.50 -1.30 0.15
C 1.97 -2.57 -0.49
C 2.53 -2.81 -1.71
C 2.81 -4.20 -1.75
C 2.41 -4.70 -0.55
O 1.90 -3.72 0.22
N 0.07 -1.39 0.46
C -0.47 -0.15 1.01
C -1.91 -0.39 1.45
N -2.70 -0.78 0.30
C -4.07 -0.54 0.30
C -4.54 0.74 0.62
C -5.89 1.04 0.57
C -6.81 0.07 0.20
C -6.36 -1.20 -0.12
C -5.01 -1.50 -0.07
C -2.18 -1.99 -0.29
C -0.72 -1.75 -0.70
C 1.99 2.18 -0.09
C 1.15 2.99 0.64
C 0.10 3.64 0.00
C -0.05 3.44 -1.37
F -1.07 4.06 -2.00
C 0.80 2.64 -2.11
C 1.84 2.00 -1.45
H 2.75 0.44 2.74
H 3.35 -1.48 1.22
H 1.89 -1.66 2.24
H 1.71 -0.48 -0.55
H 2.72 -2.09 -2.48
H 3.26 -4.74 -2.56
H 2.43 -5.68 -0.14
H 0.13 0.15 1.87
H -0.45 0.66 0.26
H -2.31 0.51 1.90
H -1.91 -1.20 2.20
H -3.84 1.52 0.88
H -6.23 2.03 0.82
H -7.86 0.30 0.16
H -7.06 -1.97 -0.40
H -4.70 -2.51 -0.30
H -2.75 -2.23 -1.18
H -2.21 -2.84 0.41
H -0.33 -2.67 -1.13
H -0.69 -0.96 -1.47
H 1.32 3.11 1.69
H -0.58 4.28 0.53
H 0.65 2.53 -3.17
H 2.54 1.37 -1.98

The value obtained for the highest occupied orbital energy is -7.80 eV. Its SMILES is O=S(=O)(NC[C@@H](c1ccco1)N1CCN(c2ccccc2)CC1)c1ccc(F)cc1. As for the LUMO energy: 0.5 eV. For the gap between HOMO and LUMO, the calculation gives 0.3065 hartree.

=====

Record 6
This record from the Open Molecules 2025 dataset describes the ion C5H6NO with charge +1. The level of theory is ωB97M-V/def2-TZVPD.

Geometry (Å):
C 0.08 -2.48 -0.51
C 0.01 -2.13 -1.81
C 0.27 -1.77 0.64
C -0.22 0.65 0.39
C 0.00 2.99 0.31
N -0.07 -0.50 0.60
O -0.78 1.72 0.42
H 0.28 -3.59 -0.35
H -0.47 -2.62 -2.58
H 0.24 -2.08 1.73
H 0.93 2.88 -0.31
H 0.50 3.14 1.22
H -0.76 3.78 0.27

Its spin multiplicity is 3. The value obtained for the highest occupied orbital energy (alpha / beta) is -12.99 / -15.28 eV. Its net charge is +1. As for the LUMO energy (alpha / beta): -4.3 / -6.0 eV. For the gap between HOMO and LUMO (alpha / beta), the calculation gives 0.3197 / 0.3400 hartree.

=====

Energy above the lowest of the compared OMol25 structures with the same formula, charge and spin list, top to bottom, in eV: 6.115; 3.735; 0.000; 0.000; 3.183; 1.938
Largest force on an atom list, top to bottom, in eV/Å: 0.71; 5.04; 7.84; 2.79; 1.14; 4.00
E list, top to bottom, in Eh: -287.362516; -741.599064; -4742.002443; -44058.789996; -1740.735398; -323.611884